Here is a structure of composition C27H44FNNbO from the OMol25 dataset. Energies are from wB97M-V/def2-TZVPD.

CARTESIAN COORDINATES (ANGSTROEM)
1 Nb -0.32990 0.65395 0.46278
2 F 2.57771 -2.12775 0.80431
3 O 0.51747 5.80176 2.22659
4 N 1.61571 2.54979 3.89053
5 C -1.35708 0.85592 2.49374
6 C -2.39823 -0.01351 -3.92706
7 C -0.64417 -2.14800 -1.22747
8 C -3.67407 -1.88241 -5.00572
9 C 3.23149 3.53525 0.00203
10 C 2.25264 4.11281 2.10163
11 C -4.00708 -1.18170 -2.61019
12 C -2.04673 0.78884 -2.86851
13 C 3.14844 3.37397 1.36502
14 C -0.88532 -1.53162 0.19160
15 C 1.53142 5.22761 0.14699
16 C -2.70119 0.58330 -1.66008
17 C -2.30502 1.41857 -0.47035
18 C 0.20460 -5.89040 -1.32856
19 C 2.20698 3.86141 3.61797
20 C -1.05413 -6.51510 -0.69686
21 C -3.66980 -0.38500 -1.53013
22 C 4.05325 -0.30278 0.70935
23 C 2.59668 -0.75491 0.43519
24 C 1.43957 5.05532 1.51045
25 C 0.37987 -3.32080 -1.26665
26 C -3.35737 -0.99214 -3.80239
27 C -0.18713 -4.55713 -2.04328
28 C 0.14926 2.57846 3.73261
29 C 2.41651 4.48040 -0.57640
30 C 1.62641 -0.02298 1.38774
31 C -0.43938 1.14035 3.71012
32 H 4.32230 0.55955 0.09419
33 H -0.24485 -2.09678 0.88863
34 H -0.73228 -7.35841 -0.06965
35 H 1.54829 4.64714 4.02936
36 H -2.04388 1.71012 2.40334
37 H 1.22484 -2.97642 -1.87661
38 H 0.45392 0.70739 -1.21663
39 H -1.61242 -2.53830 -1.57061
40 H -4.76866 -1.95403 -2.52628
41 H 2.34050 -0.65131 -0.62192
42 H 3.24046 3.93323 3.96931
43 H -1.76604 -6.82988 -1.46627
44 H -1.90805 -0.08543 2.63767
45 H -1.86551 0.12496 -4.86794
46 H -2.13140 2.45327 -0.80069
47 H -1.56598 -5.81668 -0.02450
48 H -0.35553 -1.41075 -1.98282
49 H 4.69613 -1.16955 0.51348
50 H 0.26492 2.39756 0.61636
51 H -0.23752 3.12190 4.61615
52 H 0.92660 -5.74503 -0.51869
53 H 0.18926 -4.55647 -3.07326
54 H 1.38320 -0.73233 2.19420
55 H -1.28891 1.56014 -2.94029
56 H -0.14544 3.10970 2.82461
57 H 0.72529 -3.63108 -0.28013
58 H 2.48277 4.63609 -1.65183
59 H -4.17449 -0.57267 -0.58511
60 H 0.34824 0.39681 3.86709
61 H 1.85029 2.24687 4.82913
62 H -1.28058 -4.52884 -2.10382
63 H 4.11343 -0.08060 1.77812
64 H -3.92292 -2.87927 -4.62228
65 H 0.97269 6.45819 2.76325
66 H -2.74091 -2.01713 -5.56476
67 H 3.78420 2.66316 1.88806
68 H -1.08407 1.08998 4.60907
69 H -3.09786 1.43766 0.28933
70 H 0.66965 -6.55127 -2.07072
71 H -1.92893 -1.66163 0.51614
72 H 0.88760 5.94045 -0.36064
73 H 2.12488 0.81811 1.88343
74 H -4.47188 -1.47826 -5.63392
75 H 3.92726 2.91835 -0.55654

2S+1: 1
Total charge: -1
Orbital gap: 0.2485 hartree
HOMO level: -4.09 eV

***

Here is the molecule C6H7Cl from the OMol25 dataset. Energies are from wB97M-V/def2-TZVPD.

CARTESIAN COORDINATES (ANGSTROEM)
1 Cl -0.03711 -3.23838 -1.60206
2 C 0.84401 0.59406 -0.55934
3 C -0.57943 1.58864 1.30976
4 C -0.04863 0.53113 0.44486
5 C 0.29436 -1.64209 -1.09107
6 C -0.53197 -1.03785 0.17965
7 C 1.08325 -0.56560 -1.32251
8 H 0.24786 2.15758 1.73974
9 H -0.28444 -1.70215 1.05913
10 H -1.63616 -1.16032 0.17094
11 H -1.42814 1.16184 1.95034
12 H 1.64324 -0.48844 -2.24957
13 H 1.51598 1.51959 -0.61998
14 H -1.08282 2.28198 0.59010

2S+1: 3
Orbital gap (alpha / beta): 0.2262 / 0.3090 hartree
HOMO level (alpha / beta): -5.22 / -10.18 eV

***

One value per record, in order, for energy above the lowest of the compared OMol25 structures with the same formula, charge and spin: 27.3 30.2 kcal/mol.
One value per record, in order, for energy: -1341.81593 -692.81554 Eh.
One value per record, in order, for maximum force: 0.0452 0.1320 Eh/bohr.